# 1
{"formula": "C20H23NO4", "method": "the ωB97M-V functional and the def2-TZVPD basis", "smiles": "COc1cc(C(=O)NC[C@@H]2CCCO2)ccc1OCc1ccccc1", "e_lumo_ev": 0.616, "e_homo_ev": -8.36, "charge": 0, "symbols": ["C", "H", "O", "C", "C", "C", "C", "C", "C", "O", "C", "C", "C", "C", "C", "C", "C", "H", "H", "H", "H", "H", "H", "H", "H", "H", "C", "O", "N", "H", "C", "H", "H", "C", "C", "H", "C", "H", "C", "H", "O", "H", "H", "H", "H", "H", "H", "H"], "positions_angstrom": [[-0.9017, -3.7365, -0.6230], [-1.7071, -4.3618, -1.0051], [-1.4952, -2.4960, -0.3230], [-0.7092, -1.5247, 0.2125], [0.6453, -1.6361, 0.4503], [1.3733, -0.5758, 0.9954], [0.7164, 0.5976, 1.3250], [-0.6478, 0.7218, 1.0999], [-1.3725, -0.3170, 0.5394], [-2.7001, -0.2981, 0.2702], [-3.4440, 0.8572, 0.5762], [-4.8863, 0.6542, 0.1842], [-5.2868, -0.4571, -0.5421], [-6.6160, -0.6125, -0.8974], [-7.5520, 0.3393, -0.5335], [-7.1554, 1.4509, 0.1917], [-5.8292, 1.6074, 0.5498], [-5.5209, 2.4745, 1.1173], [-7.8815, 2.1966, 0.4806], [-8.5884, 0.2169, -0.8116], [-6.9206, -1.4816, -1.4618], [-4.5523, -1.1964, -0.8192], [-3.0412, 1.7262, 0.0302], [-3.3860, 1.0767, 1.6536], [-1.1379, 1.6421, 1.3755], [1.2367, 1.4193, 1.7949], [2.8315, -0.8058, 1.2059], [3.2984, -1.9162, 1.3705], [3.5941, 0.3162, 1.1821], [3.1560, 1.1991, 0.9810], [5.0319, 0.2849, 1.2482], [5.3775, 0.9290, 2.0651], [5.3101, -0.7504, 1.4603], [5.7331, 0.7256, -0.0554], [5.1493, 2.0159, -0.6572], [5.9414, 2.5684, -1.1616], [4.1231, 1.5063, -1.6795], [3.0984, 1.6406, -1.3340], [4.4544, 0.0071, -1.8226], [4.6611, -0.2834, -2.8553], [5.6342, -0.2342, -1.0834], [3.6349, -0.6170, -1.4444], [4.2273, 2.0233, -2.6316], [4.7141, 2.6632, 0.1020], [6.8006, 0.8211, 0.1707], [1.1863, -2.5422, 0.2292], [-0.4715, -4.2022, 0.2689], [-0.1257, -3.6364, -1.3887]], "forces_ev_per_angstrom": [[0.128, -0.237, -0.063], [0.092, 0.011, 0.021], [-0.051, 0.442, 0.149], [-0.144, 0.071, -0.013], [-0.073, -0.062, -0.036], [-0.373, 0.033, 0.020], [0.267, -0.218, -0.061], [-0.346, 0.010, -0.086], [0.092, -0.142, -0.035], [0.098, -0.147, -0.025], [-0.027, 0.416, 0.129], [0.144, -0.113, 0.000], [0.115, 0.011, 0.034], [-0.080, -0.012, -0.035], [-0.088, -0.038, -0.038], [-0.032, 0.083, 0.028], [0.106, -0.051, -0.015], [0.019, 0.101, 0.075], [-0.055, 0.057, 0.024], [-0.079, -0.013, -0.020], [-0.024, -0.071, -0.043], [0.055, -0.084, -0.030], [0.013, -0.145, 0.114], [0.049, -0.028, -0.154], [-0.097, 0.048, 0.007], [0.057, 0.061, 0.044], [-0.007, 0.196, 0.087], [0.006, -0.231, -0.090], [0.022, 0.331, -0.059], [-0.092, -0.127, -0.021], [0.496, -0.117, -0.212], [0.037, -0.074, -0.038], [0.039, 0.173, 0.053], [-0.015, 0.183, 0.527], [0.187, -0.226, -0.013], [-0.022, 0.038, 0.060], [0.015, -0.127, -0.063], [-0.022, 0.019, -0.036], [-0.349, -0.079, -0.305], [-0.077, 0.017, 0.067], [0.133, -0.094, 0.081], [0.076, 0.049, -0.075], [-0.053, 0.031, 0.010], [0.003, 0.106, 0.032], [-0.116, 0.038, 0.020], [0.003, -0.114, -0.024], [-0.006, 0.026, -0.033], [-0.021, 0.001, 0.043]], "mulliken_charge": [-0.935, 0.222, -0.388, 0.933, -0.485, 0.032, -0.952, -0.829, 0.848, -0.242, -0.455, 0.239, -0.465, -0.583, -0.457, -0.529, -0.521, 0.373, 0.376, 0.376, 0.388, 0.466, 0.424, 0.438, 0.427, 0.467, 0.161, -0.674, -0.085, 0.198, -1.114, 0.346, 0.404, 0.410, -0.966, 0.317, -0.389, 0.211, -0.297, 0.353, -0.512, 0.068, 0.353, 0.354, 0.420, 0.529, 0.374, 0.371]}



# 2
{"formula": "C35H50N6O5", "method": "the ωB97M-V functional and the def2-TZVPD basis", "smiles": "c1ccncc1.c1ccncc1.c1ccncc1.c1ccncc1.c1ccncc1.c1ccncc1.CO.CO.CO.CO.CO", "e_lumo_ev": 0.527, "e_homo_ev": -9.24, "charge": 0, "symbols": ["C", "O", "H", "H", "H", "H", "C", "O", "H", "H", "H", "H", "C", "O", "H", "H", "H", "H", "C", "O", "H", "H", "H", "H", "C", "O", "H", "H", "H", "H", "N", "C", "C", "C", "C", "C", "H", "H", "H", "H", "H", "N", "C", "C", "C", "C", "C", "H", "H", "H", "H", "H", "N", "C", "C", "C", "C", "C", "H", "H", "H", "H", "H", "N", "C", "C", "C", "C", "C", "H", "H", "H", "H", "H", "N", "C", "C", "C", "C", "C", "H", "H", "H", "H", "H", "N", "C", "C", "C", "C", "C", "H", "H", "H", "H", "H"], "positions_angstrom": [[4.8844, -0.4849, 1.3469], [4.5444, -1.2083, 0.2059], [4.7413, 0.5926, 1.3086], [4.3830, -0.7612, 2.2410], [5.9197, -0.6781, 1.5601], [3.5409, -1.2937, 0.1500], [2.1534, 1.3869, -5.1881], [2.6070, 1.3810, -3.8220], [1.4834, 2.2390, -5.3579], [2.9866, 1.4537, -5.9349], [1.5647, 0.4729, -5.4300], [3.2220, 0.6077, -3.7456], [1.4460, 2.8846, 2.9322], [1.4401, 2.5577, 4.3320], [0.7325, 3.6593, 2.7234], [2.4942, 3.1310, 2.7136], [1.2100, 1.9655, 2.3587], [0.5883, 2.6609, 4.7143], [-3.3847, 0.0562, -4.7802], [-3.8595, -0.8378, -3.7369], [-2.9455, 0.9208, -4.3044], [-2.6816, -0.4657, -5.4179], [-4.2049, 0.4535, -5.3983], [-4.7222, -1.1948, -3.9632], [-0.0454, -0.5140, 5.4531], [-0.7411, -0.1807, 4.2741], [0.9336, -0.0086, 5.3536], [-0.5409, -0.2301, 6.4086], [0.2387, -1.5669, 5.4446], [-1.6532, -0.4458, 4.3301], [3.1318, 4.7159, 0.0212], [1.8745, 4.9723, -0.1429], [0.8626, 4.0362, -0.5987], [1.3238, 2.7895, -0.8959], [2.6480, 2.4725, -0.7096], [3.5184, 3.4590, -0.2703], [1.5149, 6.0200, 0.1035], [-0.1288, 4.4031, -0.7304], [0.6597, 1.9888, -1.2118], [2.9254, 1.4399, -0.8335], [4.5522, 3.1989, -0.0812], [-4.6970, -2.9957, -1.3222], [-5.2632, -3.8232, -0.4203], [-4.5261, -4.5388, 0.4930], [-3.1677, -4.2961, 0.5763], [-2.6078, -3.3922, -0.3097], [-3.3767, -2.8046, -1.2732], [-6.3253, -3.8777, -0.5627], [-4.9636, -5.3081, 1.0938], [-2.5271, -4.7364, 1.3658], [-1.5579, -3.0984, -0.3212], [-3.0081, -2.0065, -1.9069], [4.9706, -0.1655, -3.0976], [5.7775, 0.8360, -3.3302], [7.1713, 0.6995, -3.4226], [7.7446, -0.5860, -3.2513], [6.8683, -1.6449, -2.9840], [5.5224, -1.3584, -2.8726], [5.3251, 1.8149, -3.5348], [7.7652, 1.5485, -3.6727], [8.8239, -0.7005, -3.2828], [7.1720, -2.6479, -2.8357], [4.7692, -2.0808, -2.4746], [-4.7445, 2.0537, 1.5023], [-3.7411, 1.8005, 2.3498], [-2.4427, 1.9925, 1.9645], [-2.1232, 2.5961, 0.7667], [-3.1425, 2.8435, -0.1225], [-4.4361, 2.5334, 0.3475], [-3.9874, 1.4141, 3.3270], [-1.6408, 1.7181, 2.6298], [-1.0749, 2.9114, 0.6541], [-3.0079, 3.2271, -1.1301], [-5.2257, 2.6379, -0.3736], [-3.1184, -1.8198, 3.3454], [-3.2581, -2.8535, 4.1432], [-4.4126, -3.5700, 4.2531], [-5.4155, -3.2843, 3.3508], [-5.3083, -2.1691, 2.5186], [-4.1396, -1.4934, 2.5597], [-2.4354, -3.0342, 4.8468], [-4.5332, -4.3948, 4.9964], [-6.3026, -3.8590, 3.5384], [-6.0100, -1.7735, 1.8533], [-3.9490, -0.6140, 1.9316], [1.9335, -1.3805, -0.5889], [1.5049, -0.8702, -1.7652], [0.2346, -0.3181, -1.8171], [-0.6020, -0.2749, -0.7440], [-0.1177, -0.7185, 0.4944], [1.1229, -1.3222, 0.4749], [2.1979, -0.8160, -2.5908], [-0.1269, 0.1889, -2.7484], [-1.5865, 0.1284, -0.8385], [-0.7569, -0.6909, 1.3674], [1.5386, -1.6752, 1.4273]], "forces_ev_per_angstrom": [[0.656, 0.354, 0.093], [-1.523, -0.135, -0.050], [-0.014, 0.383, -0.577], [-0.900, -0.737, 0.863], [0.686, 0.086, -0.029], [1.543, 0.023, -0.470], [0.076, -0.354, -0.223], [0.136, -0.688, -1.134], [0.276, -0.089, 0.281], [-0.486, -0.010, 0.680], [0.341, 0.392, 0.170], [-0.271, 0.818, 0.283], [0.541, -1.564, 0.759], [1.289, 0.011, -0.438], [-0.066, 0.560, -0.371], [-0.533, 0.363, -0.189], [-0.095, 0.477, 0.022], [-1.165, 0.081, 0.179], [-1.180, -0.484, 0.429], [0.397, 0.733, -0.570], [0.404, 0.074, 0.178], [0.251, 0.019, -0.100], [0.132, -0.301, 0.144], [0.054, 0.004, -0.043], [1.162, 0.226, -0.051], [0.268, 0.680, 0.000], [-0.540, 0.118, 0.394], [0.203, -0.140, -0.672], [-0.383, -0.331, 0.301], [-0.640, -0.536, -0.182], [1.063, -0.688, -0.108], [-3.318, 0.977, -0.293], [2.503, 1.833, 0.550], [-1.227, -0.762, -0.134], [0.670, 0.314, 0.469], [-0.155, -0.629, 0.157], [0.585, -1.235, -0.271], [-0.603, -0.041, -0.061], [0.021, 0.329, -0.059], [0.538, -0.073, -0.213], [0.120, 0.181, -0.054], [-0.394, -0.001, 0.310], [0.713, 0.629, -1.671], [0.306, -0.343, 0.097], [0.863, 0.037, 0.496], [1.278, -0.043, 0.132], [-1.384, 0.741, 0.251], [-0.430, -0.417, 0.383], [-0.383, -0.073, 0.450], [-0.600, 0.069, -0.639], [-0.127, -0.363, 0.419], [0.188, -0.367, -0.330], [-0.456, -0.422, 0.345], [1.275, 1.103, -0.921], [-0.275, -1.598, 0.268], [-1.000, 1.021, -0.020], [-0.009, 1.165, -0.042], [-1.459, -0.648, 0.692], [0.061, -0.364, 0.189], [0.388, 0.437, 0.039], [-0.173, -0.158, -0.134], [0.503, -0.709, 0.198], [0.991, 0.191, -0.676], [-0.634, -0.464, 1.808], [-0.144, -0.040, -0.546], [0.718, 0.026, 1.061], [0.810, 0.457, -0.202], [-0.445, -0.129, 0.475], [0.795, 0.402, -2.563], [-0.095, -0.091, 0.089], [0.139, -0.002, 0.301], [-0.564, -0.433, -0.466], [0.034, 0.095, 0.256], [-0.567, 0.192, -0.088], [0.551, 0.473, -0.197], [1.200, 0.325, 1.451], [-0.516, -1.501, 0.054], [-0.759, 0.475, 0.940], [0.124, -1.190, 0.756], [1.593, 1.179, -0.411], [-0.118, -0.058, -0.377], [0.205, 0.839, -0.773], [-0.621, -0.028, -0.728], [-1.436, -0.034, -0.770], [-0.349, -0.440, 0.170], [-0.380, 0.054, -0.602], [-0.302, 0.029, 1.860], [-0.269, 0.835, -2.674], [0.377, -0.335, 1.551], [-0.854, -0.346, -1.117], [0.525, 0.385, 0.757], [0.018, -0.224, 0.030], [0.532, -0.769, 0.686], [-0.468, 0.298, -0.006], [0.258, -0.009, 0.212], [-0.055, -0.098, -0.435]], "mulliken_charge": [-0.672, -0.454, 0.158, 0.311, 0.325, 0.381, -0.694, -0.169, 0.276, 0.238, 0.261, 0.301, -0.287, -0.609, 0.293, 0.224, 0.100, 0.300, -0.632, -0.419, 0.171, 0.257, 0.338, 0.272, -0.805, -0.294, 0.255, 0.320, 0.298, 0.216, -0.555, -0.323, -0.645, 0.144, 0.315, -0.725, 0.280, 0.528, 0.279, 0.257, 0.401, -0.394, -0.590, -0.429, -0.285, -0.186, -0.435, 0.456, 0.473, 0.392, 0.441, 0.582, -0.115, -0.195, -0.738, -0.185, -0.827, -0.062, 0.400, 0.399, 0.381, 0.434, 0.327, -0.608, -0.647, -0.288, 0.562, -0.185, -0.386, 0.492, 0.448, -0.178, 0.394, 0.366, 0.166, -0.318, -0.480, -0.587, -0.946, -0.157, 0.303, 0.362, 0.442, 0.581, 0.594, -0.498, -0.248, -0.625, 0.102, -0.429, -0.525, 0.376, 0.153, 0.760, 0.482, 0.466]}



# 3
{"formula": "C4H7NO", "method": "the ωB97M-V functional and the def2-TZVPD basis", "e_lumo_ev": 0.868, "e_homo_ev": -8.71, "charge": 0, "symbols": ["C", "C", "C", "C", "N", "O", "H", "H", "H", "H", "H", "H", "H"], "positions_angstrom": [[-1.3590, -0.0657, -0.3374], [-1.2353, -0.8603, 0.7312], [0.0620, -0.5925, 1.3181], [0.4069, 0.6877, 0.4982], [-0.4476, 0.9688, -0.4011], [1.6589, 1.2340, 0.6163], [-2.1358, 0.0724, -1.0458], [-1.8239, -1.7572, 0.9365], [1.2938, 0.0169, -3.0912], [0.1847, -0.5244, 2.4500], [0.8249, -1.4315, 1.0302], [0.7810, 0.4053, -2.5901], [1.7894, 1.8466, -0.1148]], "forces_ev_per_angstrom": [[-1.805, 0.518, 0.750], [-1.135, -1.810, -1.003], [2.800, 0.232, 0.933], [2.093, -0.976, 0.765], [1.831, 0.634, -0.004], [-1.344, -0.330, 0.324], [-0.845, -0.712, -0.427], [0.067, 0.523, 0.006], [-1.300, 0.992, 1.264], [-0.384, 0.220, -1.453], [-1.182, 1.530, 0.284], [1.321, -0.996, -1.282], [-0.116, 0.175, -0.158]], "mulliken_charge": [-0.370, -0.481, -0.270, 0.497, -0.588, -0.481, 0.457, 0.350, 0.222, 0.315, 0.207, -0.223, 0.364]}



# 4
{"formula": "C8H17Cl14NO2", "method": "the ωB97M-V functional and the def2-TZVPD basis", "smiles": "C[N+](=O)[O-].ClCCl.ClCCl.ClCCl.ClCCl.ClCCl.ClCCl.ClCCl", "e_lumo_ev": 0.086, "e_homo_ev": -10.59, "charge": 0, "symbols": ["C", "N", "O", "O", "H", "H", "H", "C", "Cl", "Cl", "H", "H", "C", "Cl", "Cl", "H", "H", "C", "Cl", "Cl", "H", "H", "C", "Cl", "Cl", "H", "H", "C", "Cl", "Cl", "H", "H", "C", "Cl", "Cl", "H", "H", "C", "Cl", "Cl", "H", "H"], "positions_angstrom": [[0.0673, -0.7390, 0.0301], [-0.9068, -0.9716, 1.0910], [-1.5090, -2.0395, 1.0908], [-1.0240, -0.1200, 1.9573], [-0.3638, 0.0715, -0.5575], [0.0396, -1.6809, -0.5179], [0.9968, -0.5237, 0.5571], [-1.8099, 3.4842, -2.1052], [-3.0557, 3.2826, -3.4308], [-1.9155, 2.2336, -0.8993], [-0.7762, 3.5203, -2.4492], [-2.0281, 4.4291, -1.6075], [-3.3746, 0.4519, 4.5779], [-1.9628, 0.2486, 5.7116], [-4.4628, -0.9708, 4.6125], [-3.9820, 1.3148, 4.8512], [-2.9907, 0.6101, 3.5701], [1.9815, 2.9380, -0.5962], [1.2565, 4.5559, -0.4648], [1.7911, 2.3640, -2.2497], [3.0363, 2.9478, -0.3214], [1.4994, 2.2292, 0.0770], [-1.7292, -3.6904, -4.2972], [-0.7209, -3.5389, -2.7445], [-0.7367, -4.3923, -5.5595], [-2.5140, -4.3892, -4.0078], [-2.0667, -2.7182, -4.6565], [0.7327, -2.3463, 3.9502], [1.7531, -2.7301, 5.3071], [0.7267, -3.7506, 2.8580], [-0.3074, -2.3603, 4.2761], [0.9792, -1.4001, 3.4684], [4.9026, 0.6163, 2.6064], [5.7059, -0.6544, 3.6166], [3.2078, 0.1234, 2.3187], [4.8504, 1.4856, 3.2618], [5.4664, 0.7721, 1.6866], [-0.1347, 0.4295, -5.0324], [-0.8780, -0.0777, -3.5057], [0.5297, -0.9774, -5.8959], [-0.9217, 0.7902, -5.6948], [0.6484, 1.1728, -4.8827]], "forces_ev_per_angstrom": [[-0.432, -0.533, -0.269], [-1.000, -1.270, 1.213], [0.286, 1.030, -0.094], [-0.029, 0.162, -0.114], [0.574, 0.118, -0.063], [0.563, 0.340, -0.209], [0.047, 0.137, -0.535], [-0.422, 0.751, -0.330], [1.087, 0.073, 0.736], [-0.141, -0.423, 0.400], [-0.402, -0.213, -0.550], [-0.136, -0.158, -0.197], [0.086, -0.136, 0.167], [-0.923, 0.215, -0.716], [0.487, 0.449, -0.080], [0.325, -0.176, 0.364], [0.108, -0.408, 0.213], [-0.001, -0.146, 0.334], [0.233, -0.269, 0.323], [0.166, -0.310, -0.163], [-0.110, 0.376, -0.309], [-0.325, 0.306, -0.135], [0.758, -0.245, 1.066], [-0.778, 0.131, -1.042], [-0.024, -0.184, -0.187], [0.032, 0.325, -0.304], [0.052, -0.113, 0.506], [-1.277, -0.748, -0.026], [0.446, 0.412, 0.494], [0.327, 0.179, -0.677], [0.251, 0.576, 0.226], [0.252, -0.363, 0.016], [-0.065, -0.588, 1.260], [-0.125, 0.522, -0.637], [0.342, 0.235, -0.351], [0.127, -0.007, -0.446], [-0.315, -0.144, 0.158], [-0.351, -0.331, -0.576], [0.153, 0.317, -0.129], [0.202, 0.110, 0.125], [0.121, 0.235, 0.367], [-0.169, -0.233, 0.168]], "mulliken_charge": [0.568, 0.885, -0.514, -0.512, -0.240, -0.076, -0.139, -0.210, -0.176, -0.051, 0.078, 0.362, -0.085, -0.161, -0.159, 0.322, 0.076, -0.045, -0.146, -0.097, 0.348, -0.036, -0.249, -0.141, -0.141, 0.337, 0.186, 0.160, -0.170, -0.166, 0.196, -0.048, -0.407, -0.153, -0.059, 0.309, 0.312, -0.272, -0.055, -0.156, 0.305, 0.220]}